Entry 1:
{
  "formula": "C28H29BN6RuSi",
  "method": "ωB97M-V/def2-TZVPD",
  "charge": 2,
  "s2": 6.041,
  "multiplicity": 5,
  "orbital_gap_ev": [7.28, 4.18],
  "species": ["H", "N", "B", "N", "C", "Ru", "H", "C", "H", "C", "H", "C", "H", "H", "H", "N", "N", "N", "N", "C", "C", "H", "H", "C", "C", "C", "C", "H", "H", "H", "H", "H", "C", "C", "C", "C", "C", "C", "Si", "C", "C", "C", "C", "C", "C", "C", "C", "C", "C", "C", "C", "H", "H", "H", "H", "H", "H", "H", "H", "H", "H", "H", "H", "H", "H", "H"],
  "xyz": [[-0.92056, 2.94624, -0.30308], [-0.14532, 1.63717, -1.76666], [0.70074, 0.62464, -3.93563], [0.53541, 1.83067, -2.96569], [0.75062, 3.15473, -3.13169], [-0.60834, -0.32131, -1.12902], [1.27330, 3.50549, -4.00838], [0.19725, 3.83471, -2.04642], [0.19547, 4.89120, -1.85442], [-0.38065, 2.85056, -1.22871], [1.13097, 0.95907, -5.00003], [-1.66657, -2.82310, -0.61757], [-2.26560, -2.71263, 0.29361], [-0.89433, -3.59141, -0.49168], [-2.28553, -3.03284, -1.49888], [-0.74515, 0.04887, -4.05896], [1.52086, -0.54663, -3.32605], [-1.41881, -0.40528, -2.90371], [1.07440, -1.14385, -2.13850], [-1.53481, -0.16284, -5.12379], [2.55029, -1.26469, -3.82146], [-1.18133, 0.12909, -6.10311], [3.01956, -0.95227, -4.74938], [-2.71459, -0.75489, -4.69759], [2.79922, -2.33515, -2.97089], [-2.61796, -0.90926, -3.31166], [1.86067, -2.22952, -1.93534], [-3.55546, -1.05460, -5.30412], [3.55716, -3.09722, -3.08008], [-3.28232, -1.35220, -2.58740], [1.72676, -2.85545, -1.06349], [-1.01543, -1.83981, -0.78835], [0.03705, 4.37794, 2.95722], [1.10261, 3.88754, 2.19265], [1.03462, 2.60675, 1.63741], [-0.09492, 1.79812, 1.83752], [-1.15645, 2.29366, 2.60650], [-1.09205, 3.57793, 3.15956], [-0.09376, 0.03602, 1.13996], [1.57683, -0.53555, 1.82510], [2.64234, -0.80916, 0.96804], [3.84147, -1.33474, 1.46139], [4.02040, -1.49536, 2.84057], [3.00000, -1.10865, 3.71704], [1.78634, -0.62429, 3.21356], [-1.43987, -0.91474, 2.04317], [-1.11532, -1.98553, 2.88697], [-2.09477, -2.54780, 3.71074], [-3.41188, -2.07908, 3.65490], [-3.75860, -1.07689, 2.74494], [-2.77695, -0.50542, 1.92734], [0.08902, 5.37567, 3.39479], [1.99179, 4.49933, 2.02997], [1.87445, 2.22402, 1.05137], [-2.03176, 1.66796, 2.78459], [-1.92853, 3.94709, 3.75461], [2.52995, -0.61597, -0.10052], [4.63309, -1.61235, 0.76542], [4.95262, -1.90537, 3.23199], [3.13811, -1.18669, 4.79852], [0.99865, -0.31643, 3.90894], [-0.09332, -2.37141, 2.90617], [-1.81775, -3.34484, 4.40188], [-4.16815, -2.49999, 4.31998], [-4.78829, -0.72253, 2.67038], [-3.04693, 0.27335, 1.20549]],
  "forces_ev_per_a": [[0.017, 0.056, -0.007], [0.222, 0.203, -0.057], [-0.279, -0.140, 0.164], [-0.245, 0.067, 1.014], [-0.419, -0.820, 0.637], [1.455, 3.215, -2.395], [-0.031, 0.044, 0.071], [-0.338, -0.527, 0.245], [0.007, 0.095, -0.119], [0.924, 0.149, -1.090], [-0.039, -0.025, 0.160], [0.296, 0.312, 0.020], [0.306, 0.157, -0.333], [-0.202, 0.251, -0.043], [0.412, 0.245, 0.234], [-1.360, -0.530, 0.827], [-0.076, -0.524, 1.108], [-0.761, -0.059, -3.170], [1.377, -0.140, -1.035], [0.661, 0.164, 1.019], [-0.713, 0.432, 0.455], [-0.161, -0.099, 0.038], [-0.053, -0.152, 0.247], [-0.860, -0.494, 0.606], [-0.224, -0.175, 0.463], [1.117, 0.605, -1.112], [0.156, 0.614, -0.905], [0.121, 0.064, -0.012], [-0.109, 0.125, -0.011], [-0.174, 0.115, -0.151], [0.021, 0.070, -0.098], [-1.519, -3.640, 0.888], [0.071, -0.098, -0.135], [0.362, -0.577, -0.300], [0.616, 1.048, 0.047], [-0.415, -0.923, -0.651], [-0.590, 1.031, 0.390], [-0.400, -0.736, -0.018], [0.839, 0.851, 4.319], [0.399, 0.039, -0.610], [0.291, -0.395, 0.030], [0.005, 0.156, 0.195], [-0.248, 0.065, -0.265], [-0.243, 0.119, -0.188], [0.076, -0.081, 0.155], [-0.129, 0.045, -0.462], [-0.155, -0.270, 0.121], [0.116, 0.115, -0.146], [0.141, 0.028, -0.020], [0.078, 0.241, -0.265], [-0.299, -0.261, 0.297], [-0.031, -0.269, -0.152], [-0.278, -0.187, 0.097], [-0.222, 0.183, 0.142], [0.246, 0.307, 0.016], [0.292, -0.102, -0.111], [0.151, -0.204, 0.322], [-0.128, 0.137, 0.220], [-0.282, 0.137, -0.132], [-0.025, 0.034, -0.391], [0.269, -0.189, -0.209], [-0.367, 0.137, 0.134], [-0.139, 0.208, -0.197], [0.217, 0.102, -0.256], [0.286, -0.170, 0.074], [-0.031, -0.176, 0.290]],
  "mulliken_charge": [0.70, 0.54, 0.05, -0.11, -0.05, -0.97, 0.52, -1.33, 0.44, -0.53, -0.04, -0.59, 0.24, 0.36, 0.47, 0.12, -0.09, 0.33, 0.64, 0.04, -0.12, 0.49, 0.50, -1.31, -1.29, -0.44, -0.40, 0.42, 0.46, 0.61, 0.58, 0.50, -0.52, -0.75, 0.04, -0.24, -0.03, -0.70, 1.46, 0.03, -0.32, -0.62, -0.61, -0.73, -0.06, 0.46, -0.30, -0.73, -0.55, -0.75, -0.38, 0.43, 0.46, 0.46, 0.40, 0.45, 0.32, 0.46, 0.41, 0.44, 0.46, 0.48, 0.46, 0.42, 0.45, 0.45]
}


Entry 2:
{
  "formula": "C32H41N3OTm",
  "method": "ωB97M-V/def2-TZVPD",
  "charge": -1,
  "s2": 2.037,
  "multiplicity": 3,
  "orbital_gap_ev": [4.73, 4.69],
  "species": ["Tm", "N", "N", "C", "C", "C", "C", "H", "H", "H", "C", "C", "H", "H", "H", "C", "C", "H", "H", "H", "C", "H", "H", "H", "C", "H", "H", "H", "C", "H", "C", "H", "C", "H", "C", "H", "C", "C", "H", "C", "C", "H", "C", "H", "N", "C", "C", "C", "H", "C", "C", "H", "H", "H", "C", "H", "C", "C", "H", "H", "H", "C", "H", "H", "H", "C", "C", "C", "O", "C", "H", "H", "H", "H", "H", "H", "H", "H"],
  "xyz": [[0.03317, -0.43861, 0.46517], [1.04783, -3.39964, 4.71942], [-0.57125, -2.08562, -1.24974], [1.05663, 1.82119, 0.21259], [2.14113, 0.96023, 0.53969], [2.17269, 0.79322, 1.98716], [3.25693, 0.42251, 2.75887], [4.07036, -0.12744, 2.30059], [2.78831, -1.79782, 3.67872], [3.20375, 0.52379, 3.83749], [0.88922, 1.28110, 2.46402], [0.56558, 1.35678, 3.90584], [1.22902, 2.04992, 4.44922], [0.68786, 0.37202, 4.37711], [-0.46340, 1.69255, 4.08406], [0.26045, 1.99370, 1.41361], [-0.74383, 3.07029, 1.64134], [-1.64094, 2.70177, 2.15926], [-1.06652, 3.53381, 0.70305], [-0.31592, 3.87061, 2.27224], [3.25964, 0.54260, -0.33462], [4.08616, 1.26894, -0.31205], [2.94426, 0.42654, -1.38062], [3.66934, -0.41959, 0.00002], [0.95006, 2.63821, -1.02917], [-0.07652, 2.98065, -1.20313], [1.25525, 2.06568, -1.91352], [1.60010, 3.53010, -0.98168], [0.07985, -4.17901, 5.15497], [0.10933, -4.41940, 6.21005], [-0.95642, -4.67726, 4.35206], [-1.78007, -5.20195, 4.83381], [-0.95333, -4.36194, 2.98726], [-1.76317, -4.71053, 2.35059], [0.08040, -3.60632, 2.44796], [0.18862, -3.40394, 1.36935], [1.11734, -3.16236, 3.36651], [2.13591, -2.29574, 2.96267], [2.41913, -2.29401, 1.92772], [-0.86449, -0.96036, -1.99070], [0.29305, -2.84277, -2.06590], [0.54549, -3.87900, -1.86814], [0.65746, -2.11212, -3.15599], [1.25087, -2.42426, -3.98554], [-0.10855, -0.93373, -3.11843], [-0.02983, 0.22995, -3.90522], [1.09678, 0.59950, -4.65671], [1.01159, 1.79762, -5.38541], [1.84404, 2.07004, -6.03099], [-0.09037, 2.64736, -5.30020], [-0.21594, 3.87816, -6.14035], [-0.72200, 4.67197, -5.58552], [-0.80215, 3.70975, -7.05158], [0.76333, 4.24293, -6.44768], [-1.10587, 2.32726, -4.40550], [-1.94189, 3.00393, -4.24458], [-1.09267, 1.11865, -3.70139], [-2.11272, 0.79795, -2.70993], [-1.91987, -0.45583, -2.24747], [-3.12479, 0.92155, -3.10822], [-2.01507, 1.41097, -1.80137], [2.40981, -0.12230, -4.66689], [2.33335, -1.15197, -5.03766], [2.92320, -0.13408, -3.68960], [3.06926, 0.41824, -5.36447], [-3.99993, -0.48104, 1.96427], [-3.37834, -1.09624, 3.22010], [-1.92155, -0.69142, 3.18814], [-1.62905, -0.48108, 1.76149], [-2.86025, -0.29637, 0.96450], [-4.78683, -1.10655, 1.54200], [-4.44326, 0.49487, 2.18163], [-3.45400, -2.18813, 3.19461], [-3.85952, -0.77198, 4.14488], [-1.76340, 0.26195, 3.69713], [-1.22238, -1.44112, 3.56959], [-2.87383, -1.06166, 0.17679], [-2.82660, 0.71433, 0.53247]],
  "forces_ev_per_a": [[1.868, -1.195, -0.484], [-0.356, -0.756, 0.479], [0.107, -0.623, -2.455], [0.195, 0.255, 1.135], [-0.083, 0.823, 0.653], [-1.301, 0.289, -0.746], [-0.119, -0.168, -0.100], [0.165, 0.228, 0.219], [-0.212, -0.499, -0.175], [0.112, -0.219, -0.145], [0.983, 0.749, -0.749], [-0.226, -0.117, 0.649], [-0.075, -0.070, -0.162], [-0.039, 0.135, 0.014], [0.226, 0.042, -0.004], [1.294, 0.011, -0.337], [-0.475, 0.141, 0.033], [0.055, 0.105, -0.054], [-0.019, -0.083, 0.115], [-0.147, -0.222, -0.175], [0.467, -0.092, -0.421], [-0.025, -0.101, -0.082], [0.089, 0.032, 0.127], [-0.015, 0.131, -0.134], [-0.131, 0.036, -0.415], [0.165, -0.029, -0.071], [-0.068, 0.120, 0.004], [-0.157, -0.214, 0.012], [-0.308, 0.276, -0.834], [-0.121, 0.005, 0.254], [-0.324, -0.103, 0.822], [0.158, -0.075, -0.266], [0.665, 0.490, -0.744], [0.039, 0.001, -0.013], [-0.287, -1.014, 0.742], [-0.240, -0.076, 0.548], [0.961, 1.993, -0.608], [-0.637, -0.780, 0.079], [0.095, 0.279, -0.586], [4.106, -3.510, 4.023], [-0.238, 0.623, 0.472], [0.211, 0.274, 0.206], [-0.961, -0.147, 0.092], [0.145, 0.098, -0.220], [1.418, -1.221, -0.085], [0.409, 0.395, 0.290], [-0.477, 0.541, -0.160], [-0.213, -0.256, 0.181], [-0.047, 0.011, 0.115], [-0.249, -0.293, 0.138], [0.092, 0.362, -0.144], [0.071, -0.006, -0.033], [0.071, -0.122, 0.120], [0.045, 0.090, -0.038], [0.184, -0.601, -0.275], [0.117, -0.051, -0.043], [0.276, 0.548, -0.502], [-3.691, 0.690, -0.838], [-1.395, 3.262, -0.201], [-0.155, 0.906, -0.312], [0.102, -0.623, 0.112], [0.566, -0.176, -0.474], [0.110, 0.270, 0.145], [-0.399, -0.087, -0.257], [-0.097, -0.249, 0.264], [-0.330, 0.453, -0.062], [-0.028, -0.702, 0.076], [-0.029, 0.471, -0.588], [-2.436, -0.311, 1.371], [0.429, -0.269, 0.721], [0.023, 0.014, 0.066], [0.015, -0.087, 0.075], [0.037, 0.101, -0.081], [-0.011, 0.072, -0.124], [0.011, -0.150, -0.114], [-0.096, 0.060, -0.161], [0.163, 0.237, 0.110], [-0.029, -0.315, 0.009]],
  "mulliken_charge": [0.42, -0.73, -0.43, 1.00, 0.53, 0.74, -1.86, 0.38, 0.30, 0.43, 0.97, -2.14, 0.32, 0.28, 0.53, 0.75, -1.83, 0.31, 0.35, 0.31, -1.25, 0.28, -0.19, 0.42, -1.25, 0.30, 0.05, 0.29, -0.14, 0.39, -0.72, 0.31, -0.30, 0.41, -0.43, 0.37, 0.58, -1.19, 0.36, 0.10, -1.09, 0.42, -0.10, 0.36, 0.32, 0.28, 1.08, -1.06, 0.29, 0.77, -1.50, 0.36, 0.28, 0.37, -0.99, 0.32, 1.05, -1.04, -0.17, 0.43, -0.13, -1.50, 0.34, 0.13, 0.36, -0.75, -0.74, 0.37, 0.09, -0.09, 0.36, 0.29, 0.31, 0.40, 0.00, -0.21, 0.27, 0.10]
}


Entry 3:
{
  "formula": "C4H6O",
  "method": "ωB97M-V/def2-TZVPD",
  "orbital_gap_ev": 9.93,
  "species": ["O", "C", "C", "C", "C", "H", "H", "H", "H", "H", "H"],
  "xyz": [[0.82165, 0.73786, -0.59546], [-0.34210, 0.33881, -1.33634], [-0.50158, -0.88941, -0.41915], [0.39568, -0.04214, 0.47616], [0.68685, 0.33552, 1.71414], [1.27335, 1.25053, 1.74886], [-1.14062, 1.07507, -1.18217], [-0.12118, 0.22501, -2.40024], [-1.49971, -1.18950, -0.08841], [0.01414, -1.75394, -0.85315], [0.42049, -0.11666, 2.66073]],
  "forces_ev_per_a": [[0.040, 0.172, 0.035], [-0.217, 0.008, -0.384], [-0.034, -0.047, 0.061], [0.083, 0.218, 0.214], [0.073, -0.008, -0.066], [0.019, -0.166, 0.171], [0.043, -0.120, -0.135], [-0.099, -0.176, 0.149], [0.237, 0.205, 0.089], [0.009, 0.175, 0.252], [-0.153, -0.261, -0.386]],
  "mulliken_charge": [-0.39, -0.34, -0.27, 0.46, -0.89, 0.23, 0.22, 0.25, 0.27, 0.18, 0.28]
}


Entry 4:
{
  "formula": "C12H10MnN2O4Se",
  "method": "ωB97M-V/def2-TZVPD",
  "charge": 2,
  "s2": 8.846,
  "multiplicity": 6,
  "orbital_gap_ev": [6.95, 4.75],
  "species": ["Mn", "O", "C", "C", "O", "C", "O", "C", "O", "H", "H", "C", "N", "C", "Se", "N", "C", "C", "C", "C", "C", "C", "H", "H", "H", "H", "H", "H", "H", "H"],
  "xyz": [[0.06400, -0.70573, -3.22470], [0.09030, 2.28242, -3.40974], [0.08964, 1.11659, -3.34715], [0.13927, -2.19936, -4.31536], [0.18528, -3.20865, -4.90660], [1.86975, -0.61888, -2.93489], [3.03493, -0.59512, -2.90702], [-1.75272, -0.60440, -3.23084], [-2.91477, -0.60235, -3.28978], [0.08002, -0.09230, -6.21053], [0.08613, -0.84153, -6.08901], [-2.21476, -0.82334, 1.47119], [-0.87537, -0.26301, 1.34022], [0.06482, -0.58810, 0.39736], [-0.13193, -1.86616, -0.97092], [1.19548, 0.08425, 0.75542], [0.99960, 0.78722, 1.94849], [1.93302, 1.30250, 2.84703], [1.48083, 1.61671, 4.13820], [0.13914, 1.39759, 4.51032], [-0.78170, 0.86505, 3.59844], [-0.31837, 0.57485, 2.31929], [-2.49136, -1.33713, 0.54342], [-2.91776, -0.00357, 1.67151], [-2.26041, -1.53321, 2.31150], [2.06425, 0.06821, 0.22937], [2.96213, 1.44151, 2.51460], [2.18419, 2.03886, 4.86262], [-0.18330, 1.64395, 5.52114], [-1.82034, 0.66314, 3.85643]],
  "forces_ev_per_a": [[0.514, 0.031, -0.884], [-0.032, -4.591, 0.677], [0.119, 8.259, -1.434], [0.456, -6.896, -4.099], [-0.240, 4.529, 2.758], [7.962, -0.380, 1.246], [-4.051, 0.116, -0.403], [-8.413, -0.561, 0.620], [4.164, 0.271, -0.182], [0.000, -0.468, -0.010], [-0.014, 0.738, -0.363], [-0.558, -0.184, 0.021], [0.332, 0.136, 0.509], [-0.221, 0.102, 0.462], [-0.394, -0.005, 2.854], [0.059, 0.657, -0.128], [1.325, -0.824, -0.423], [0.098, 0.535, 0.418], [0.929, 0.048, -1.180], [-1.233, -0.366, -0.676], [-0.073, 0.666, 0.840], [-0.810, -1.579, -0.635], [0.051, 0.196, 0.325], [0.176, -0.265, -0.194], [0.169, 0.211, -0.299], [-0.205, -0.121, 0.190], [-0.205, 0.009, 0.386], [-0.280, -0.224, -0.287], [0.061, -0.138, -0.257], [0.317, 0.099, 0.145]],
  "mulliken_charge": [0.23, -0.20, 0.08, 0.01, -0.17, 0.60, -0.23, 0.62, -0.20, 0.05, -0.02, -0.88, 0.23, 0.01, 0.03, 0.07, 0.42, -0.72, -0.50, -0.59, -0.54, 0.77, 0.26, 0.38, 0.38, 0.23, 0.39, 0.42, 0.42, 0.41]
}


Entry 5:
{
  "formula": "CH6N2O",
  "method": "ωB97M-V/def2-TZVPD",
  "smiles": "C=[NH+][O-].N",
  "orbital_gap_ev": [9.14, 9.40],
  "species": ["C", "N", "O", "H", "H", "H", "N", "H", "H", "H"],
  "xyz": [[1.61923, 0.21467, 1.40255], [1.44091, -0.44670, 0.01244], [1.24860, 0.14557, -1.09069], [1.36601, 1.26884, 1.56892], [1.65981, -0.47958, 2.21102], [1.39395, -1.49161, 0.01252], [-2.31492, 0.07308, -0.78389], [-1.97427, -0.60698, -1.54174], [-1.47054, 0.63485, -0.63209], [-2.96878, 0.68785, -1.15905]],
  "forces_ev_per_a": [[-1.097, -2.047, -5.401], [0.031, 2.844, 4.470], [0.263, -0.702, 1.420], [0.315, -0.572, -0.699], [0.105, -0.487, 0.137], [0.320, 0.963, 0.089], [2.881, -2.297, -0.452], [-1.064, 1.393, 1.334], [-0.324, -0.147, 0.138], [-1.428, 1.050, -1.035]],
  "mulliken_charge": [-0.45, 0.12, -0.47, 0.29, 0.26, 0.25, -0.67, 0.24, 0.23, 0.21]
}


Entry 6:
{
  "formula": "CH3I2P",
  "method": "ωB97M-V/def2-TZVPD",
  "orbital_gap_ev": [7.74, 5.50],
  "species": ["C", "P", "I", "I", "H", "H", "H"],
  "xyz": [[-0.85150, -0.19556, 0.01806], [0.30993, 0.72026, -1.09966], [0.87594, 2.57494, 0.23534], [2.72031, -1.64320, 0.26413], [-1.89370, -0.20599, -0.49099], [-0.55389, 0.07331, 1.07544], [-0.60708, -1.32376, -0.00232]],
  "forces_ev_per_a": [[0.309, -1.987, -0.315], [0.358, -1.426, 0.073], [0.093, 0.461, 0.292], [-0.507, 0.584, -0.357], [1.315, 0.717, 1.683], [-1.569, 0.022, -1.045], [0.001, 1.629, -0.330]],
  "mulliken_charge": [-0.87, 0.05, 0.06, -0.16, 0.31, 0.35, 0.26]
}